(1)
{"formula": "C2H4N", "method": "ωB97M-V/def2-TZVPD", "symbols": ["N", "C", "C", "H", "H", "H", "H"], "positions_angstrom": [[0.70910, 0.02212, -0.06643], [1.87395, -0.06675, 0.03786], [-0.66077, 0.03904, 0.05274], [2.92258, -0.03708, -0.01960], [-1.14625, 0.77797, -0.65542], [-0.89552, -0.96842, -0.38606], [-0.80838, 0.14419, 1.20868]], "forces_ev_per_angstrom": [[7.3, 0.1, 0.5], [-5.9, 0.7, -0.9], [-2.0, -0.8, 0.4], [1.1, -0.1, 0.1], [0.7, -0.4, 1.3], [-0.6, 0.7, 0.9], [-0.6, -0.1, -2.3]], "lowdin_charge": [0.051, 0.370, -0.014, 0.130, 0.148, 0.141, 0.174], "smiles": "C#[N+]C", "de_lowest_kj_mol": 0.0, "total_energy_ev": -3619.526, "gap_ev": 13.27, "spin_multiplicity": 1, "charge": 1}

---

(2)
{"formula": "C4H5N3O", "method": "ωB97M-V/def2-TZVPD", "symbols": ["O", "N", "N", "N", "C", "C", "C", "C", "H", "H", "H", "H", "H"], "positions_angstrom": [[2.09329, -0.61830, -0.09932], [-1.21078, 0.48970, 0.17749], [0.04997, 0.38319, 2.33646], [-1.16000, 0.12280, -1.22736], [0.76875, -0.87468, -0.63908], [1.05787, 0.32216, 0.07655], [-0.04698, 0.46640, 1.05631], [-0.10934, -0.48965, -1.72025], [1.26852, 1.16908, -0.43937], [-2.12527, 0.99086, 0.28553], [0.43381, -1.62532, 0.05360], [-0.15255, -0.76145, -2.75770], [-0.86727, 0.42520, 2.89715]], "forces_ev_per_angstrom": [[0.2, 0.1, -0.5], [-0.4, -0.1, -1.7], [-1.8, 0.7, -0.7], [0.8, 0.1, 0.3], [1.3, -0.9, 0.6], [0.0, -1.0, 2.9], [-0.4, -0.6, 1.9], [-2.2, 0.6, 0.6], [0.3, 2.5, -1.7], [1.7, -0.7, 0.5], [-1.0, -0.6, -0.3], [0.0, -0.1, -0.3], [1.5, -0.1, -1.5]], "lowdin_charge": [0.074, 0.034, 0.135, 0.052, -0.234, -0.255, -0.358, -0.084, 0.132, 0.150, 0.163, 0.108, 0.082], "smiles": "[H]/N=C1\\NN=C[C@H]2O[C@H]12", "de_lowest_kj_mol": 586.5, "total_energy_ev": -10741.536, "gap_ev": 10.12, "spin_multiplicity": 1}

---

(3)
{"formula": "C7H12NO", "method": "ωB97M-V/def2-TZVPD", "symbols": ["O", "N", "C", "C", "C", "C", "C", "C", "C", "H", "H", "H", "H", "H", "H", "H", "H", "H", "H", "H", "H"], "positions_angstrom": [[-3.71157, -1.29920, -1.23690], [0.34195, -0.59773, -1.14933], [0.64153, -0.03626, -2.49420], [1.05210, -0.19671, 1.13148], [-0.44519, 0.09050, 0.91201], [-3.38628, -0.23669, -0.92661], [-1.27382, 0.86950, 1.92568], [-0.81557, -0.14515, -0.31273], [1.50342, -0.49356, -0.24178], [-3.85225, 0.74215, -0.90094], [-1.52816, 0.17932, 2.74268], [2.23914, 0.28132, -0.58558], [0.44497, -1.65621, -1.25436], [-0.71541, 1.72568, 2.27146], [2.08987, -1.42345, -0.22793], [0.95377, -0.77462, -3.15311], [-0.14723, 0.50043, -2.85836], [1.47194, 0.55409, -2.38096], [-2.16717, 1.18911, 1.60165], [1.56557, 0.72853, 1.58135], [1.27670, -1.02303, 1.84034]], "forces_ev_per_angstrom": [[0.6, 1.7, 0.7], [0.9, -3.2, 0.2], [-0.2, -0.8, 1.6], [-0.6, 1.5, 2.2], [0.6, 1.4, 1.4], [1.3, -2.3, -0.8], [3.0, -2.8, 1.2], [-2.7, -0.1, -2.3], [3.7, 0.6, 0.0], [0.3, 0.5, 0.3], [0.4, 0.4, 0.3], [-1.0, -0.6, 0.0], [-1.7, 1.5, -0.2], [0.3, 0.1, 0.3], [-0.3, 0.1, -0.4], [0.1, -1.7, -1.2], [-2.1, 1.3, -0.9], [1.7, 1.9, 0.3], [-3.1, 1.2, -1.8], [-0.7, -1.3, -0.7], [-0.5, 0.4, -0.4]], "lowdin_charge": [0.177, -0.124, 0.045, -0.118, -0.280, 0.103, -0.023, 0.028, -0.169, 0.124, 0.101, 0.148, 0.207, 0.091, 0.143, 0.095, 0.077, 0.070, 0.019, 0.153, 0.135], "de_lowest_kj_mol": 504.3, "total_energy_ev": -10979.198, "gap_ev": [8.25, 8.20], "spin_multiplicity": 1, "charge": 1}